This record from the OMol25 dataset describes a molecular structure, C3H5F2N2 in a non-equilibrium geometry. The level of theory is the ωB97M-V functional and the def2-TZVPD basis.

Properties
LUMO   -3.82 eV
Largest force on an atom   4.05 eV Å⁻¹
Total charge   +1
Spin multiplicity   1
HOMO level   -15.984 eV

Positions of all 12 atoms, in Å:
1 C -1.0748 0.1751 -0.0135
2 C 1.0302 -0.7998 -0.3572
3 C 1.3859 0.5024 0.3471
4 N -0.4028 -0.7982 -0.5994
5 N -0.3833 1.0640 0.5985
6 F 1.3261 -1.8420 0.4636
7 F 1.9312 1.4305 -0.3848
8 H -2.1590 0.2045 -0.0792
9 H 1.5957 -0.9380 -1.2926
10 H 1.8066 0.4302 1.3503
11 H -0.8285 -1.5932 -1.0573
12 H -0.6436 1.9094 1.0766

What are the Mulliken partial charges on each atom? They are as follows, in elementary charge units: -0.0087, 0.1712, 0.1436, -0.1520, -0.2717, -0.2644, -0.1890, 0.4088, 0.3119, 0.3890, 0.2479, 0.2133

---

This record from the OMol25 dataset describes a single C3H5F2NO molecule in a non-equilibrium geometry. The level of theory is the ωB97M-V functional and the def2-TZVPD basis.

Properties
LUMO   -0.20 eV
Structure (SMILES)   C[C@@H](N=O)C(F)F
Largest force on an atom   3.44 eV Å⁻¹
Spin multiplicity   1
HOMO level   -9.112 eV

Positions of all 12 atoms, in Å:
1 C 1.3017 0.1268 -0.3997
2 C 0.0160 0.3855 0.3601
3 N -0.8899 1.2932 -0.4217
4 O -1.2941 2.3708 -0.0380
5 C -0.7179 -1.0032 0.2437
6 F -0.9980 -1.3991 -1.0540
7 F -1.9190 -0.9020 0.8195
8 H 1.3292 0.5519 -1.4560
9 H 1.4118 -0.9171 -0.3701
10 H 2.1216 0.6659 0.1355
11 H -0.0200 0.7363 1.3542
12 H -0.3413 -1.9090 0.8266

What are the Mulliken partial charges on each atom? They are as follows, in elementary charge units: -1.1925, 0.3016, -0.0416, -0.3346, -0.0097, -0.2652, -0.2594, 0.3442, 0.3457, 0.3158, 0.5047, 0.2908

---

This record from the OMol25 dataset describes 2 unconnected molecules or ions with the total composition C3H5F2P in a non-equilibrium geometry. The level of theory is the ωB97M-V functional and the def2-TZVPD basis.

Properties
LUMO   -1.60 eV
Largest force on an atom   3.78 eV Å⁻¹
Spin multiplicity   1
HOMO level   -10.767 eV

Positions of all 11 atoms, in Å:
1 C -1.4297 -0.0635 -0.3550
2 C 0.0428 -1.5688 -1.7703
3 C -0.0651 -0.4987 -0.6191
4 F -1.4382 1.3776 1.2033
5 F 0.5472 -1.0671 0.5434
6 P -3.0147 -0.2002 -0.8837
7 H -0.0225 -2.5398 -1.2623
8 H -0.8057 -1.4797 -2.3994
9 H 0.9789 -1.5979 -2.2753
10 H 0.5527 0.3828 -0.8626
11 H -3.7721 0.6361 0.0599

What are the Mulliken partial charges on each atom? They are as follows, in elementary charge units: 0.1453, -1.1966, 0.6840, -0.5532, -0.2777, -0.1213, 0.3149, 0.3895, 0.3289, 0.1431, 0.1431

---

This record from the OMol25 dataset describes 2 unconnected molecules or ions with the total composition C3H5F3OSi in a non-equilibrium geometry. The level of theory is the ωB97M-V functional and the def2-TZVPD basis.

Properties
LUMO (alpha / beta)   -0.99 / -0.61 eV
Largest force on an atom   3.16 eV Å⁻¹
Spin multiplicity   1
HOMO level (alpha / beta)   -7.259 / -8.646 eV

Positions of all 13 atoms, in Å:
1 C -0.2270 -1.5465 1.1884
2 C -0.6163 2.3359 -0.8950
3 C 0.2327 -2.3610 -0.0111
4 O -0.5578 -2.1209 2.1975
5 F 0.5877 -1.4664 -1.0527
6 F -0.6896 -3.1706 -0.5762
7 F 1.3088 -3.0693 0.3728
8 Si 0.3309 1.5612 0.5475
9 H 0.2267 2.3809 -1.6811
10 H -1.2204 1.5462 -1.3226
11 H -1.2122 3.1805 -0.6897
12 H 1.3438 0.5514 0.0128
13 H 0.4929 2.1786 1.9094

What are the Mulliken partial charges on each atom? They are as follows, in elementary charge units: -0.2290, -0.8966, 0.9133, -0.3279, -0.2475, -0.2279, -0.2218, 0.4378, 0.2707, 0.3091, 0.3418, -0.0583, -0.0637